No. 1
C3H7O2 | wB97M-V/def2-TZVPD

The geometry in XYZ format:
```
12
Properties=species:S:1:pos:R:3:forces:R:3:mulliken_charge:R:1
C -1.107 0.144 -2.299 -0.217 0.202 0.784 -0.6926
O -0.547 -0.133 -1.085 0.046 0.028 -0.810 -0.7406
H -2.247 0.144 -2.223 0.526 0.015 -0.459 0.1554
H -0.838 1.177 -2.698 -0.173 -0.421 0.034 0.1535
H -0.843 -0.563 -3.146 -0.139 0.195 0.327 0.1587
C -0.073 -0.748 1.754 1.564 1.560 -0.941 -0.7417
C 0.987 0.075 1.486 -1.492 -1.059 0.478 0.1124
O 1.894 0.645 2.375 -0.062 -0.448 0.279 -0.5144
H -0.630 -0.897 0.807 0.102 -0.144 0.586 0.2883
H -0.422 -1.136 2.717 0.439 0.307 -0.270 0.2823
H 1.163 0.403 0.465 -0.418 -0.287 -0.152 0.2102
H 2.662 0.890 1.847 -0.176 0.053 0.143 0.3285
```
Forces are in eV/Å.

Results
HOMO energy = -2.23 eV
charge = -1
energy relative to the best compared isomer or geometry (same formula, charge and spin) = 77.4 kcal per mole
E_LUMO = 3.67 eV
multiplicity = 1
gap between HOMO and LUMO = 5.900 eV

=====

No. 2
C3H7O2 | wB97M-V/def2-TZVPD

The geometry in XYZ format:
```
12
Properties=species:S:1:pos:R:3:forces:R:3:mulliken_charge:R:1
C 1.785 -0.848 -0.714 0.926 -0.564 -1.142 -0.1381
C -1.148 0.075 1.097 0.105 -0.041 0.157 -0.9839
C -0.169 0.199 -0.018 -0.515 1.143 -0.633 0.4360
O -0.545 0.218 -1.297 0.786 -0.286 0.597 -0.4305
O 1.040 -0.359 0.192 -0.985 0.390 0.607 -0.0817
H 2.732 -1.252 -0.380 -0.087 0.135 0.158 0.3011
H 1.501 -0.867 -1.761 -0.201 0.143 0.170 0.2965
H -1.820 -0.758 0.874 0.067 -0.089 -0.049 0.3627
H -1.762 0.963 1.225 0.084 0.112 -0.120 0.3617
H -0.632 -0.137 2.030 0.041 0.079 -0.001 0.3356
H 0.447 2.186 0.196 -0.195 -0.990 0.036 0.1954
H -1.431 0.581 -1.444 -0.026 -0.031 0.219 0.3451
```
Forces are in eV/Å.

Results
HOMO energy (alpha / beta) = -13.71 / -15.33 eV
charge = +1
energy relative to the best compared isomer or geometry (same formula, charge and spin) = 94.1 kcal per mole
E_LUMO (alpha / beta) = -6.40 / -6.04 eV
multiplicity = 1
gap between HOMO and LUMO (alpha / beta) = 7.314 / 9.287 eV

=====

No. 3
C3H7O2P | wB97M-V/def2-TZVPD

The geometry in XYZ format:
```
13
Properties=species:S:1:pos:R:3:forces:R:3:mulliken_charge:R:1
C 0.204 0.492 0.329 0.456 2.393 0.576 0.6186
C 0.020 -0.930 0.241 -0.729 -0.091 -0.676 -0.6033
C 1.338 1.133 1.169 -2.076 1.453 0.641 -1.1937
O 0.693 -0.162 -0.845 -0.868 -1.360 0.464 -0.5109
O -1.704 -0.331 -1.987 0.702 -0.050 -0.525 -0.4470
P -2.481 -1.100 -0.793 3.441 -0.482 0.542 0.2715
H -0.634 1.216 0.131 0.657 -0.954 0.148 0.2543
H 0.760 -1.521 0.860 -1.193 0.115 -0.970 0.2211
H 0.929 2.109 1.682 0.851 -2.177 -0.454 0.2749
H 2.108 1.481 0.536 0.737 0.506 -1.191 0.3246
H 1.864 0.435 1.810 -0.426 -0.064 0.588 0.3065
H -0.670 -0.227 -2.071 -1.893 -0.643 0.991 0.4328
H -2.427 -2.593 -1.063 0.342 1.355 -0.135 0.0507
```
Forces are in eV/Å.

Results
HOMO energy (alpha / beta) = -8.83 / -8.82 eV
charge = 0
energy relative to the best compared isomer or geometry (same formula, charge and spin) = 108.3 kcal per mole
E_LUMO (alpha / beta) = -0.60 / -0.60 eV
multiplicity = 1
gap between HOMO and LUMO (alpha / beta) = 8.224 / 8.218 eV

=====

No. 4
C3H7O2S | wB97M-V/def2-TZVPD

The geometry in XYZ format:
```
13
Properties=species:S:1:pos:R:3:forces:R:3:mulliken_charge:R:1
C 0.093 0.698 -1.756 -0.166 -0.651 -0.116 -0.6637
S -0.099 2.244 -0.877 -0.053 0.182 0.031 -0.1490
C -0.243 1.558 0.790 0.017 0.496 -0.070 -0.7026
H -0.743 0.032 -1.496 0.302 0.162 -0.211 0.2036
H 1.002 0.196 -1.427 0.011 -0.033 -0.013 0.2300
H 0.151 0.859 -2.840 -0.123 0.131 0.302 0.2985
H 0.648 1.004 1.053 0.127 -0.109 0.035 0.2325
H -0.347 2.430 1.437 -0.042 -0.093 0.131 0.2988
H -1.091 0.890 0.888 -0.062 -0.065 -0.053 0.2494
O -0.465 -1.466 0.659 -0.059 0.688 -0.134 -0.4958
C 0.155 -2.454 1.088 -0.079 -0.997 -0.476 -0.0756
O -0.170 -3.273 1.965 0.176 0.029 0.317 -0.6559
H 1.109 -2.720 0.518 -0.049 0.259 0.257 0.2296
```
Forces are in eV/Å.

Results
HOMO energy = -4.09 eV
charge = -1
energy relative to the best compared isomer or geometry (same formula, charge and spin) = 12.3 kcal per mole
E_LUMO = 3.23 eV
multiplicity = 1
gap between HOMO and LUMO = 7.318 eV

=====

No. 5
C3H7O2S | wB97M-V/def2-TZVPD

The geometry in XYZ format:
```
13
Properties=species:S:1:pos:R:3:forces:R:3:mulliken_charge:R:1
C -2.333 0.108 0.466 -4.374 -0.847 3.243 -0.7955
S -1.172 -1.054 1.188 -0.317 -0.280 0.280 -0.0711
C 0.099 0.158 1.532 2.797 -2.507 0.115 -0.8544
H -2.488 1.004 1.134 0.175 -0.936 -0.610 0.2609
H -1.959 0.396 -0.411 1.453 1.341 -3.623 0.3219
H -3.449 -0.329 0.240 2.880 0.673 0.756 0.2291
H -0.001 0.610 2.478 -0.644 1.025 0.949 0.3705
H 0.240 0.803 0.701 0.033 0.751 -0.645 0.2842
H 1.130 -0.394 1.662 -1.950 0.707 -0.559 0.2471
O 3.238 -0.771 -3.229 -0.845 0.825 2.284 -0.6957
C 2.536 -0.339 -2.249 -2.480 -0.383 -3.354 0.1024
O 1.278 -0.065 -2.241 1.386 -0.389 -0.359 -0.6501
H 2.881 -0.126 -1.271 1.884 0.020 1.523 0.2508
```
Forces are in eV/Å.

Results
HOMO energy = -3.81 eV
charge = -1
energy relative to the best compared isomer or geometry (same formula, charge and spin) = 39.5 kcal per mole
E_LUMO = 3.12 eV
multiplicity = 1
gap between HOMO and LUMO = 6.924 eV

=====

No. 6
C3H7O2S | wB97M-V/def2-TZVPD

The geometry in XYZ format:
```
13
Properties=species:S:1:pos:R:3:forces:R:3:mulliken_charge:R:1
O 1.920 2.462 -0.240 -2.489 -4.017 -3.701 -0.5506
C 1.292 1.627 -1.008 0.744 3.620 2.983 0.1011
C -0.244 1.529 -1.122 1.019 -1.291 3.898 -0.3744
C -0.762 0.029 -0.911 0.281 -1.905 -0.596 -0.7457
S -0.466 -1.048 0.700 0.054 1.509 -1.214 -0.5995
H 1.775 0.976 -1.780 0.404 0.295 0.741 0.2589
H -0.421 1.888 -2.066 -0.722 0.464 -2.815 0.3404
H -0.770 2.266 -0.444 0.797 -0.983 -0.275 0.2384
H -0.340 -0.725 -1.767 -1.135 2.191 1.666 0.1772
H -1.882 0.044 -0.916 1.034 0.083 -0.570 0.2174
H -0.569 -3.075 3.781 -0.104 0.337 -0.176 0.2953
H 0.333 -2.609 2.573 -0.588 -1.016 0.863 0.2852
O 0.134 -3.365 3.200 0.706 0.713 -0.803 -0.6437
```
Forces are in eV/Å.

Results
HOMO energy = -2.87 eV
charge = -1
energy relative to the best compared isomer or geometry (same formula, charge and spin) = 53.6 kcal per mole
E_LUMO = 3.87 eV
multiplicity = 1
gap between HOMO and LUMO = 6.740 eV

=====

| no. | total energy (Eh) | molar mass (g/mol) |
| --- | --- | --- |
| 1 | -268.91672 | 75.1 |
| 2 | -268.53013 | 75.1 |
| 3 | -610.18534 | 106.1 |
| 4 | -667.22375 | 107.2 |
| 5 | -667.18028 | 107.2 |
| 6 | -667.15779 | 107.2 |